(1)
This record from OMol25 describes a cluster of 2 separate species, C6H12Cl2N in total in a non-equilibrium geometry. The level of theory is wB97M-V/def2-TZVPD.

Geometry (Å):
C1 -0.15385 -0.28527 1.28405
C2 0.03490 2.27290 1.82984
C3 -1.74453 -1.92709 -0.79529
C4 1.96998 0.77923 -0.84653
C5 -1.16623 -0.55186 -0.87624
C6 1.33053 -0.55230 -0.41278
N1 0.04013 -0.51395 0.03809
Cl1 -0.98747 3.15092 0.77275
Cl2 0.28682 2.92074 3.39589
H1 0.47000 -0.14477 2.12433
H2 -1.12760 -0.12374 1.72838
H3 -2.73631 -1.67585 -1.10736
H4 -0.99172 -2.44441 -1.37241
H5 -1.97185 -2.18903 0.26394
H6 2.95845 0.57455 -1.02615
H7 1.38636 1.25843 -1.62787
H8 1.83845 1.42340 0.06372
H9 -1.82942 0.27426 -0.63826
H10 -0.83512 -0.39892 -1.89032
H11 1.96807 -0.76765 0.44730
H12 1.26040 -1.07958 -1.35510

Properties
Electronic energy ... -1210.526940 Ha
HOMO ... -13.3 eV
Total charge ... +1
Energy relative to the best compared isomer or geometry (same formula, charge and spin) ... 196.6 kJ/mol

(2)
This record from OMol25 describes a cluster of 9 separate species, H18O9 in total. The level of theory is wB97M-V/def2-TZVPD.

Geometry (Å):
O1 -0.61548 -0.08650 0.11009
H1 0.31365 0.03952 0.36281
H2 -1.02994 0.76765 0.28278
O2 1.16959 0.79195 -2.60808
H3 1.30640 0.59698 -3.54181
H4 0.93624 -0.05332 -2.20771
O3 1.94688 1.63102 -0.01042
H5 1.32845 2.35396 0.13812
H6 1.89098 1.45952 -0.96856
O4 3.07890 0.03129 2.16288
H7 2.80133 -0.69872 1.58901
H8 2.89086 0.82819 1.64992
O5 2.09566 -1.98890 0.36003
H9 2.59570 -2.50086 1.01127
H10 2.17591 -2.49940 -0.45442
O6 -0.91350 -2.25710 -2.02040
H11 -1.32281 -2.80927 -1.33868
H12 -0.09487 -1.96387 -1.61697
O7 -1.32441 -2.98555 0.97649
H13 -1.00443 -2.06915 1.00601
H14 -0.52500 -3.52171 0.94510
O8 -3.82478 2.06193 -0.66123
H15 -3.14830 2.15345 0.04311
H16 -4.64328 1.86144 -0.19762
O9 -2.07163 2.70160 1.36391
H17 -1.61754 3.55257 1.35615
H18 -2.39457 2.60328 2.26821

Properties
Electronic energy ... -687.945512 Ha
SMILES string ... O.O.O.O.O.O.O.O.O
HOMO ... -10.8 eV
Total charge ... 0
Energy relative to the best compared isomer or geometry (same formula, charge and spin) ... 210.8 kJ/mol

Number 1: LUMO energy -5.13 eV. Number 2: LUMO energy -0.08 eV.